The following is a quantum chemistry calculation of a cluster of 2 separate species, C6H16NO2 in total, from the OMol25 dataset.

CARTESIAN COORDINATES (ANGSTROEM)
O  -0.706  -2.417  0.450
O  -1.766  -0.189  1.885
N  0.787  -0.349  1.122
C  -0.220  -1.650  -0.660
C  1.097  1.583  -1.032
C  1.525  0.126  -1.261
C  -0.381  1.826  -0.980
C  1.064  -0.933  -0.237
C  -0.950  2.593  -0.061
H  -1.009  -0.939  -0.906
H  0.566  -1.112  1.757
H  -2.168  -1.063  1.638
H  1.615  0.150  1.433
H  1.503  2.140  -1.884
H  -0.620  -3.342  0.313
H  1.631  2.026  -0.186
H  1.215  -0.210  -2.253
H  1.845  -1.681  -0.115
H  -0.940  1.345  -1.774
H  -0.032  -2.295  -1.517
H  2.614  0.093  -1.328
H  -2.011  2.808  -0.066
H  -0.056  0.255  1.066
H  -0.387  3.064  0.736
H  -2.498  0.339  2.189

Forces on atoms 1 to 3 (eV/Å):
-0.06 1.38 0.25
-0.38 -1.41 -0.45
0.38 0.07 -0.86

Computed properties:
* gap between HOMO and LUMO: 10.485 eV
* total charge: +1
* E_LUMO: -2.865 eV

The following is a quantum chemistry calculation of a structure of composition C25H48NdP2, from the OMol25 dataset.

CARTESIAN COORDINATES (ANGSTROEM)
Nd  -0.726  -0.095  -1.009
P  2.399  2.590  1.824
P  1.188  -3.689  0.731
C  -1.212  -0.754  -3.279
C  1.252  -1.276  -3.432
C  -0.163  1.685  -3.619
C  0.145  -4.985  -0.023
C  -3.176  -0.433  0.466
C  0.813  -0.454  0.938
C  -3.578  1.295  -1.466
C  2.640  -3.830  -0.372
C  -1.736  1.490  3.324
C  -2.565  -1.483  2.740
C  -2.463  1.733  0.837
C  -0.139  -1.525  -2.866
C  1.747  -4.434  2.291
C  2.091  -0.145  -2.773
C  -3.113  0.880  -0.112
C  1.984  3.494  3.372
C  -2.641  -0.352  1.784
C  2.458  4.009  0.661
C  4.205  2.295  1.996
C  -2.108  3.160  0.651
C  -3.702  -1.646  -0.215
C  1.384  0.794  -1.817
C  -2.239  0.981  2.023
C  -1.067  0.502  -4.129
C  0.328  1.629  -2.187
H  2.931  -0.593  -2.225
H  1.054  4.047  3.188
H  1.892  -0.497  0.707
H  4.615  2.147  0.988
H  -3.564  -1.902  2.920
H  1.941  1.019  -0.906
H  0.583  -1.328  1.568
H  4.335  1.364  2.566
H  1.475  4.493  0.643
H  -2.903  3.829  1.025
H  -2.476  1.312  4.118
H  0.768  -5.779  -0.448
H  -0.529  -5.398  0.734
H  -0.804  0.991  3.629
H  -0.276  -2.487  -2.347
H  -4.800  -1.608  -0.329
H  2.676  3.614  -0.338
H  1.801  2.746  4.157
H  3.401  -3.088  -0.098
H  -3.756  0.433  -2.123
H  2.317  -3.650  -1.406
H  2.365  -5.315  2.088
H  1.839  -2.201  -3.381
H  -0.447  -4.520  -0.827
H  -2.844  1.950  -1.967
H  2.756  4.195  3.719
H  0.709  1.777  -4.278
H  0.667  0.453  1.565
H  0.858  -4.702  2.883
H  0.033  2.466  -1.532
H  -3.286  -1.790  -1.231
H  1.211  -1.097  -4.518
H  -3.453  -2.550  0.357
H  -2.232  -1.127  -3.170
H  2.579  0.453  -3.563
H  -2.076  0.906  -4.309
H  -4.521  1.861  -1.423
H  -1.924  -2.301  2.373
H  3.051  -4.841  -0.277
H  -0.715  2.626  -3.762
H  -1.549  2.566  3.282
H  -1.945  3.409  -0.406
H  -2.161  -1.156  3.704
H  -0.730  0.241  -5.146
H  3.224  4.742  0.940
H  4.759  3.101  2.495
H  2.329  -3.664  2.825
H  -1.183  3.417  1.194

Forces on atoms 1 to 3 (eV/Å):
-5.04 -1.29 9.43
0.12 0.50 -0.03
-0.77 0.58 -0.47

Computed properties:
* expectation value of S²: 3.77
* gap between HOMO and LUMO (spin up / spin down): 5.060 / 5.237 eV
* total charge: +1
* E_LUMO (spin up / spin down): -4.576 / -4.456 eV
* spin multiplicity: 4

The following is a quantum chemistry calculation of an isolated molecule of C4H9N3, from the OMol25 dataset.

CARTESIAN COORDINATES (ANGSTROEM)
N  0.038  0.362  -1.186
N  0.409  -0.734  0.738
N  -0.678  -0.093  2.795
C  -0.862  1.104  -2.051
C  1.265  -0.102  -1.878
C  0.110  -0.846  2.122
C  -0.293  0.098  0.080
H  0.953  -0.856  -2.676
H  -0.601  -0.237  3.858
H  -1.706  1.454  -1.446
H  0.616  -1.706  2.603
H  -1.245  0.387  -2.810
H  -1.165  0.626  0.415
H  1.785  0.764  -2.303
H  1.934  -0.641  -1.127
H  -0.276  1.944  -2.578

Forces on atoms 1 to 3 (eV/Å):
0.55 0.74 -1.38
0.00 -0.65 2.40
0.80 0.20 1.17

Computed properties:
* gap between HOMO and LUMO: 9.307 eV
* E_LUMO: 0.868 eV
* structure (SMILES): [H]/N=C/N=C/N(C)C

The following is a quantum chemistry calculation of a structure of composition C22H28N2O2, from the OMol25 dataset.

CARTESIAN COORDINATES (ANGSTROEM)
O  2.107  1.435  1.372
O  1.687  -0.296  -2.825
N  1.353  -1.901  -1.159
N  -0.338  -0.351  -1.472
C  -0.983  1.955  -0.814
C  -2.761  5.303  4.247
C  -0.795  2.501  1.526
C  -2.577  4.915  3.140
C  1.184  -6.352  -3.828
C  2.460  -2.590  -1.984
C  1.223  1.748  0.114
C  1.978  -6.418  -2.718
C  2.220  -3.945  -2.584
C  -2.260  3.510  3.126
C  -0.836  -0.751  -0.334
C  0.853  -4.982  -4.264
C  -2.720  4.789  5.361
C  -2.035  2.495  1.842
C  -2.205  2.564  4.332
C  1.306  -4.065  -3.503
C  0.936  -0.738  -1.896
C  -2.588  3.310  5.393
C  -0.283  -0.032  0.864
C  2.729  -5.176  -2.124
C  -0.448  1.419  0.456
C  -0.627  0.906  -1.918
H  -3.064  5.193  6.458
H  -0.178  2.096  2.526
H  0.375  1.434  -2.566
H  -2.645  3.195  0.987
H  0.806  -2.387  -0.675
H  -2.423  1.583  4.305
H  1.709  1.140  -0.665
H  0.522  -0.397  1.277
H  0.929  -7.219  -4.186
H  -2.069  -0.541  -0.648
H  0.144  -4.844  -5.273
H  -0.706  3.077  -1.283
H  -2.083  1.752  -0.626
H  -1.255  0.916  -2.786
H  3.318  -2.794  -1.063
H  -2.631  2.660  6.383
H  0.935  -3.073  -4.014
H  -0.791  -1.667  -0.182
H  1.936  2.131  1.912
H  -2.805  6.706  4.280
H  3.185  -2.025  -2.554
H  1.492  2.713  0.078
H  3.315  -5.305  -1.196
H  2.285  -7.353  -2.370
H  -2.772  1.747  1.941
H  -1.011  -0.031  1.674
H  -2.444  5.453  2.157
H  0.025  3.530  1.494

Forces on atoms 1 to 3 (eV/Å):
-0.72 -3.35 -4.25
-3.21 -0.58 3.08
7.89 6.20 -9.35

Computed properties:
* gap between HOMO and LUMO: 9.460 eV
* E_LUMO: 0.543 eV